Arrangement i

13
Properties=species:S:1:pos:R:3 method="wB97M-V/def2-TZVPD" charge=+1 orbital_gap_ev=9.1 smiles="[NH3+]CC(=S)CCl" homo_ev=-14.18
C 0.185 0.799 0.059
C -0.291 -0.748 -0.148
C 1.653 0.928 0.371
N -1.775 -0.749 -0.199
S -0.769 2.077 -0.186
Cl 2.559 -0.555 -0.128
H 0.281 -1.258 0.529
H 0.067 -1.162 -1.046
H 2.214 1.787 -0.237
H 1.926 0.963 1.386
H -2.204 -1.149 0.644
H -1.982 -1.223 -1.078
H -1.864 0.291 0.030

Arrangement ii

13
Properties=species:S:1:pos:R:3 method="wB97M-V/def2-TZVPD" charge=+1 orbital_gap_ev=8.7 homo_ev=-13.71
C -0.705 -0.635 0.130
C 0.817 0.871 -0.565
C -1.995 -0.089 0.686
N 1.921 0.135 -0.477
S -0.061 -2.036 -0.145
Cl -1.319 0.824 2.025
H 0.367 1.425 0.351
H 0.383 1.263 -1.516
H -2.620 0.567 0.031
H -2.787 -0.853 0.786
H 2.284 0.100 0.453
H 2.513 -0.099 -1.174
H 1.203 -1.474 -0.585

Most stable = arrangement i

Arrangement i

13
Properties=species:S:1:pos:R:3 method="wB97M-V/def2-TZVPD" charge=+1 orbital_gap_ev=8.4 homo_ev=-13.66
C -2.102 -0.042 0.140
C 1.797 -0.306 0.355
C -0.330 0.928 -0.224
N 0.577 -0.026 -0.470
S -1.919 -1.620 -0.026
Cl -3.344 0.858 0.591
H 1.621 0.324 1.305
H 2.057 -1.269 0.661
H 2.638 0.213 -0.058
H -0.221 1.512 0.618
H -0.660 1.456 -1.064
H 0.574 -0.308 -1.406
H -0.688 -1.721 -0.423

Arrangement ii

13
Properties=species:S:1:pos:R:3 method="wB97M-V/def2-TZVPD" charge=+1 orbital_gap_ev=7.9 homo_ev=-12.95
C 1.324 -0.350 -0.099
C -1.098 1.104 0.480
C 1.274 -1.872 -0.247
N -1.869 0.747 -0.511
S 2.822 0.350 0.028
Cl -0.430 -2.358 0.076
H -0.560 2.084 0.322
H -0.894 0.528 1.375
H 1.632 -2.148 -1.292
H 2.026 -2.505 0.315
H -2.293 1.195 -1.346
H -1.917 -0.312 -0.653
H 2.553 1.692 -0.172

Arrangement iii

13
Properties=species:S:1:pos:R:3 method="wB97M-V/def2-TZVPD" charge=+1 orbital_gap_ev=8.0 homo_ev=-12.77
C -1.425 -0.111 -0.182
C 1.761 -1.181 0.122
C -1.486 1.337 0.040
N 2.223 -0.028 -0.039
S -2.794 -0.928 0.018
Cl 0.150 2.104 0.054
H 2.228 -2.195 0.524
H 0.650 -1.210 0.036
H -1.804 1.730 -0.959
H -1.929 1.647 1.023
H 3.136 0.273 0.144
H 1.562 0.629 -0.346
H -2.271 -2.068 -0.435

Most stable = arrangement i